# 1
The following is a DFT calculation (ωB97M-V/def2-TZVPD) of a 2-piece molecular cluster, C15H24Br4ClF4IN3O overall in a non-equilibrium geometry.

Each line ends with the Mulliken charge.
Element x y z (Å)
C (2.752030, 3.286949, 1.485356)  -1.55
C (2.085949, 1.981111, 1.940002)  -0.34
C (1.971339, 0.800616, 0.968395)  -0.93
I (3.702811, 0.752296, -0.311375)  0.23
N (0.620233, 0.724978, 0.230978)  1.71
C (0.374758, 2.058648, -0.423675)  -0.92
C (-0.876055, 2.178815, -1.256506)  -0.43
N (-1.189974, 3.356998, -1.615330)  -0.72
C (-0.509345, 0.606249, 1.361685)  -1.20
N (0.007282, 0.031132, 2.554249)  -0.11
C (-1.815559, -0.116580, 0.916088)  -1.07
C (-3.041688, 0.828579, 0.863986)  -0.81
Br (-3.474158, 1.078838, 2.769565)  -0.02
C (-4.261847, 0.273397, 0.123469)  0.14
C (-5.601772, 0.877732, 0.527948)  -1.52
Br (-4.042014, 0.516250, -1.800485)  -0.08
O (-1.701484, -0.825579, -0.314511)  -0.46
C (-0.497431, -1.481064, -0.395129)  0.71
F (-0.181997, -2.048512, 0.828074)  -0.28
Cl (-0.652064, -2.788755, -1.545549)  -0.10
C (0.659649, -0.499329, -0.716922)  -0.61
C (0.826321, -0.283990, -2.262189)  -0.11
F (1.462429, 0.831328, -2.586116)  -0.24
F (1.539844, -1.289329, -2.736281)  -0.11
F (-0.338202, -0.259367, -2.902486)  -0.20
H (2.529119, 3.565453, 0.454366)  0.38
H (3.831644, 3.270410, 1.638795)  0.42
H (2.365966, 4.098065, 2.109538)  0.44
H (2.661266, 1.583658, 2.781946)  0.55
H (1.111158, 2.235622, 2.355710)  0.22
H (2.078868, -0.139257, 1.498833)  0.90
H (1.232451, 2.348618, -1.023488)  0.79
H (0.303736, 2.813327, 0.360428)  0.89
H (-1.467096, 1.304651, -1.517375)  0.09
H (-2.037800, 3.357104, -2.181616)  0.34
H (-0.804702, 1.632857, 1.576399)  0.95
H (-0.020411, 0.648956, 3.349731)  0.28
H (-0.361690, -0.877432, 2.785728)  0.36
H (-2.052207, -0.861085, 1.678632)  1.03
H (-2.785373, 1.837262, 0.543237)  0.50
H (-4.299967, -0.805152, 0.297763)  0.40
H (-6.325680, 0.664948, -0.261159)  0.45
H (-5.978122, 0.418654, 1.441269)  0.43
H (-5.548256, 1.964080, 0.620654)  0.36
H (1.544089, -1.069897, -0.420242)  0.16
Br (2.557900, -3.529016, -0.050989)  -0.03
C (3.678892, -4.209381, -1.494797)  -0.57
C (3.000110, -5.331542, -2.233257)  -0.57
Br (2.995766, -6.975921, -1.204362)  -0.12
H (4.612196, -4.517493, -1.036131)  0.41
H (3.855728, -3.364330, -2.156592)  0.32
H (3.538947, -5.550447, -3.152040)  0.39
H (1.964412, -5.104124, -2.464222)  0.28

Cartesian forces, eV/Å:
C -0.1778 0.2814 0.1819
C 0.2155 0.1146 0.1986
C 0.4625 0.0594 0.0125
I -0.0996 -0.0064 -0.0024
N -0.0206 0.1058 -0.3107
C -0.0286 0.5275 -0.2491
C -0.3523 0.8235 -0.2634
N 0.2147 -0.7131 0.3015
C -0.5822 -0.4287 1.1926
N -0.0374 0.0910 -0.1803
C -0.4802 -0.0412 -0.3473
C 0.1583 -0.0331 0.2035
Br 0.0681 0.1217 0.0064
C -0.0943 -0.2960 0.5329
C -0.1629 0.0337 -0.4580
Br 0.0953 0.0701 -0.0764
O 0.3560 0.0322 0.0140
C -0.1537 0.1384 -0.2101
F -0.0831 0.0854 -0.2322
Cl -0.1516 0.0187 0.1258
C 0.2156 -0.5708 0.2759
C -0.3075 0.1551 0.3809
F 0.2160 0.4893 -0.0158
F 0.3048 -0.4340 -0.0839
F -0.3586 0.0515 -0.0648
H 0.1374 -0.1012 0.0467
H -0.0976 -0.0969 -0.2322
H 0.0679 -0.0692 -0.0238
H -0.1050 0.0319 -0.0374
H -0.0269 -0.1310 -0.0639
H -0.3353 0.0725 -0.0369
H 0.0675 -0.2773 -0.0155
H 0.0520 -0.2482 0.0579
H 0.0880 -0.1649 -0.0146
H -0.0043 -0.0291 -0.0152
H 0.3758 0.0371 -0.3047
H 0.0167 -0.0070 0.0132
H 0.0420 -0.0207 -0.0408
H 0.1241 0.0741 -0.0320
H -0.0744 -0.1018 -0.2327
H 0.0572 0.0660 -0.2469
H 0.0445 -0.0345 0.1168
H 0.1370 0.1937 0.0766
H 0.0286 -0.0815 0.1381
H 0.0515 0.2098 -0.1719
Br 0.1583 -0.0682 0.1430
C -0.0130 0.1291 -0.0675
C 0.0319 -0.1588 0.0484
Br -0.0426 0.0489 0.0008
H 0.0075 -0.0196 0.0062
H -0.0311 0.0078 -0.0040
H 0.0247 0.0208 0.0002
H 0.0014 0.0422 -0.0398

- highest occupied orbital energy (eV) = -12.2322
- total charge = +1



# 2
The following is a DFT calculation (ωB97M-V/def2-TZVPD) of an isolated ion of composition C15H24BrN2O and charge +1.

Each line ends with the Mulliken charge.
Element x y z (Å)
C (-1.903281, -4.074656, 0.254689)  -1.28
C (-0.873172, -3.217556, -0.460247)  -0.34
N (-1.111373, -1.767609, -0.212281)  0.11
H (-2.131219, -1.645158, -0.200970)  0.35
C (-0.583180, -0.880747, -1.283149)  -0.19
C (0.935567, -0.754264, -1.213005)  -1.03
N (1.285618, -0.196206, 0.074811)  0.59
C (0.907611, -1.121813, 1.119652)  -0.94
C (-0.608423, -1.305783, 1.110351)  -0.23
H (-0.908751, -2.020842, 1.875947)  0.41
H (-1.069360, -0.337533, 1.319380)  -0.22
H (1.425952, -2.092173, 1.015604)  0.29
H (1.184706, -0.704058, 2.088164)  0.56
C (2.637115, 0.331359, 0.191456)  -0.95
H (3.330816, -0.402552, 0.622851)  0.37
C (2.665806, 1.611614, 1.045384)  -0.62
O (1.916633, 2.640704, 0.435055)  -0.52
C (0.559067, 2.500668, 0.448381)  0.33
C (-0.151512, 2.180003, 1.601506)  -0.38
C (-1.508582, 1.920338, 1.547293)  -0.73
C (-2.152445, 1.992998, 0.323519)  0.06
C (-1.487477, 2.442260, -0.806061)  -0.54
C (-0.130560, 2.723282, -0.755402)  0.85
C (0.597913, 3.217653, -1.960813)  -1.67
H (0.086118, 2.935039, -2.876924)  0.39
H (1.616970, 2.839686, -1.968424)  0.34
H (0.659156, 4.304808, -1.926971)  0.37
H (-2.022670, 2.556228, -1.736918)  0.52
Br (-3.939103, 1.303157, 0.159609)  -0.08
H (-2.054511, 1.658074, 2.440590)  0.56
H (0.355737, 2.115978, 2.551146)  0.49
H (2.319841, 1.403366, 2.062366)  0.25
H (3.689605, 1.986789, 1.094777)  0.46
H (2.992910, 0.589507, -0.806857)  0.46
H (1.417900, -1.729740, -1.398287)  0.33
H (1.248493, -0.066479, -1.999321)  0.65
H (-1.012186, 0.113685, -1.136717)  -0.24
H (-0.895306, -1.267506, -2.253931)  0.45
H (-0.939684, -3.393440, -1.535448)  0.39
H (0.133962, -3.472575, -0.131432)  0.26
H (-1.729404, -5.119190, 0.012085)  0.41
H (-1.843587, -3.974787, 1.334977)  0.36
H (-2.911721, -3.822547, -0.066425)  0.35

Cartesian forces, eV/Å:
C 0.1047 0.1279 0.0238
C -0.0104 -0.7516 -0.0664
N -0.4129 0.0057 -0.0750
H 0.1727 0.0793 0.0017
C 0.4624 0.4980 -0.6786
C -0.1720 -0.0059 0.1504
N 0.0509 -0.3245 -0.1172
C -0.1473 0.0638 -0.1861
C 0.4024 0.2300 0.8418
H -0.0904 -0.0200 -0.1269
H -0.0267 -0.2396 -0.1397
H 0.0196 0.0688 0.0712
H -0.0911 -0.0709 0.0598
C 0.0179 0.3796 0.2367
H 0.0593 -0.0214 -0.0498
C 0.2938 -0.5832 -0.1376
O -0.2373 0.2777 -0.0453
C -0.5991 0.0434 -0.1175
C 0.2486 0.2070 -0.0617
C -0.1904 0.1345 -0.1746
C -0.2947 -0.2214 0.0171
C -0.1387 0.0325 0.2342
C 0.2427 -0.0641 0.2981
C 0.0924 0.0281 -0.0076
H -0.0189 0.0003 -0.0809
H 0.0620 0.0046 -0.1177
H 0.0643 0.0800 -0.0782
H -0.0461 -0.0139 -0.1149
Br 0.3877 0.2082 0.0453
H -0.0446 -0.0615 0.0770
H 0.0927 -0.0093 0.1144
H 0.0448 0.0751 -0.0195
H -0.0905 -0.0704 0.0985
H 0.0442 -0.0253 0.0117
H 0.0286 0.0460 -0.0671
H -0.0631 -0.0595 -0.0432
H -0.0369 -0.2118 0.0761
H -0.0972 -0.0978 0.1303
H 0.0747 0.1669 0.0614
H -0.0326 0.1549 -0.0861
H 0.0142 -0.0571 -0.0258
H -0.0130 -0.0056 0.1022
H -0.1268 0.0025 -0.0343

- structure (SMILES) = CC[NH+]1CCN(CCOc2ccc(Br)cc2C)CC1
- highest occupied orbital energy (eV) = -11.1643
- total charge = +1



Record-wise energy relative to the best compared isomer or geometry (same formula, charge and spin) values, in kJ/mol: 0.0, 0.0